A 2-piece molecular cluster, C5H11NO2 overall at a distorted geometry. Source: the Open Molecules 2025 dataset; level of theory: the ωB97M-V functional and the def2-TZVPD basis.

```
19
Properties=species:S:1:pos:R:3:mulliken_charge:R:1
C 0.1279 2.1182 0.0947 -0.844
O -0.1946 1.7155 2.5332 -0.730
C 0.5162 0.7136 -0.5208 0.405
C 0.1714 -0.4365 0.4833 -0.605
C 0.3757 -1.7482 -0.2735 -0.722
C -0.8003 -2.1312 -1.0963 -0.051
O -1.8740 -1.6168 -1.0935 -0.493
N 1.8242 0.6788 -0.8415 -0.555
H 0.5745 2.9548 -0.4516 0.412
H -0.9486 2.2551 0.0182 0.349
H 0.3971 2.1369 1.2209 0.109
H -0.1879 0.5499 -1.3604 0.255
H -0.8831 -0.2986 0.7343 0.354
H 0.7555 -0.3261 1.3871 0.421
H -0.3674 -2.4523 0.2539 0.241
H 1.3978 -1.8854 -0.5766 0.475
H -0.6022 -3.0524 -1.6844 0.407
H 1.9962 0.9914 -1.8069 0.313
H 0.5419 2.0696 3.0556 0.259
```

Computed properties:
LUMO energy: -3.483 eV
total energy: -402.03472 hartree
energy relative to the best compared isomer or geometry (same formula, charge and spin): 215.5 kcal/mol
maximum force: 3.45 eV Å⁻¹
HOMO: -8.42 eV
spin multiplicity: 1
frontier orbital gap: 4.9 eV